15
Properties=species:S:1:pos:R:3:lowdin_charge:R:1 method="wB97M-V/def2-TZVPD" energy_ha=-324.91754 multiplicity=1 homo_ev=-9.2 smiles="CC(=O)O.CN" total_charge=0 max_force_ev_per_a=2.9
C 0.357 0.508 2.879 0.006
C 0.910 -0.514 1.934 -0.578
O 1.966 -0.528 1.361 0.094
O -0.061 -1.429 1.713 0.045
H -0.762 0.357 2.960 0.108
H 0.394 1.472 2.355 0.092
H 0.907 0.619 3.774 0.071
H 0.080 -2.377 1.418 0.156
C -0.211 0.697 -2.769 -0.202
N -1.127 -0.280 -2.112 -0.067
H -0.067 0.715 -3.852 0.049
H 0.781 0.657 -2.326 0.061
H -0.681 1.729 -2.700 0.076
H -1.889 -0.504 -2.732 0.044
H -0.598 -1.121 -1.903 0.047

10
Properties=species:S:1:pos:R:3:lowdin_charge:R:1 method="wB97M-V/def2-TZVPD" energy_ha=-375.62802 multiplicity=1 homo_ev="-15.4 / -15.4" total_charge=+1 max_force_ev_per_a=5.9
C 0.549 -0.584 0.035 -0.058
C -1.850 0.868 -0.071 -0.294
C 1.864 -0.210 0.024 0.286
N -0.643 1.222 0.034 0.184
N -0.142 -1.575 0.157 0.032
O -2.879 0.463 -0.107 0.314
O -1.261 -1.931 0.226 0.223
H 2.331 0.729 -0.053 0.096
H 2.475 -1.126 -0.152 0.138
H -0.444 2.145 -0.094 0.079

22
Properties=species:S:1:pos:R:3:lowdin_charge:R:1 method="wB97M-V/def2-TZVPD" energy_ha=-743.41586 multiplicity=1 homo_ev=-8.6 total_charge=0 max_force_ev_per_a=5.6
C -0.207 0.391 1.432 -0.224
N -0.259 -0.917 0.923 0.017
C 0.761 -1.274 0.087 -0.317
C 0.470 -2.720 -0.546 -0.077
S -1.849 -0.307 -1.626 0.426
C -0.274 1.577 0.513 -0.303
N 0.506 2.724 0.978 0.045
H -0.923 0.422 2.200 0.117
H 0.821 0.451 1.836 0.135
H -3.094 -0.349 -2.383 -0.194
H 1.747 -1.474 0.417 0.108
H 0.800 -0.582 -0.745 0.103
H -0.417 -2.626 -1.130 -0.007
H 1.313 -3.062 -1.244 0.096
H -1.411 1.729 0.565 0.132
H -0.020 1.095 -0.386 0.017
H 0.405 3.503 0.304 0.096
H -1.075 -1.083 0.264 0.021
H 1.414 2.373 0.722 0.012
H 0.437 -3.647 0.074 0.080
H 3.321 0.974 0.071 -0.102
O 2.504 0.837 0.404 -0.181

233
Properties=species:S:1:pos:R:3:lowdin_charge:R:1 method="wB97M-V/def2-TZVPD" energy_ha=-5274.32742 multiplicity=2 homo_ev="-10.4 / -17.0" total_charge=+5 max_force_ev_per_a=12.9
C -4.243 -2.220 2.527 -0.106
C -4.013 -1.867 3.964 -0.233
C -4.358 -0.392 4.395 -0.116
N -4.526 -0.147 5.938 -0.239
C -3.308 -0.556 6.676 -0.022
C -4.815 1.343 6.146 -0.143
C -6.315 1.587 6.219 -0.137
C -6.871 0.215 6.719 -0.121
C -5.820 -0.871 6.440 -0.057
H -4.087 -3.286 2.360 0.059
H -3.630 -1.690 1.798 0.055
H -5.264 -2.004 2.213 0.082
H -2.992 -2.036 4.304 0.059
H -4.552 -2.557 4.614 0.108
H -5.319 -0.147 3.943 0.113
H -3.716 0.413 4.039 0.051
H -3.181 -1.638 6.651 0.093
H -3.492 -0.181 7.683 0.115
H -2.419 -0.144 6.198 0.075
H -4.304 1.733 7.026 0.134
H -4.426 1.880 5.280 0.070
H -6.541 2.353 6.962 0.124
H -6.690 1.951 5.263 0.097
H -7.088 0.291 7.784 0.121
H -7.865 0.116 6.283 0.118
H -5.422 -1.345 7.337 0.123
H -6.158 -1.666 5.776 0.122
C -2.105 2.830 -2.236 -0.081
C -2.906 2.238 -1.086 -0.246
C -4.336 2.723 -1.280 -0.111
N -5.189 2.471 0.047 -0.185
C -5.126 0.984 0.397 -0.017
C -6.692 3.012 -0.255 -0.041
C -6.935 4.161 0.702 -0.181
C -6.136 3.919 1.912 -0.158
C -4.805 3.280 1.351 -0.077
H -1.069 2.515 -2.119 0.064
H -2.004 3.915 -2.265 0.075
H -2.489 2.402 -3.162 0.086
H -2.533 2.461 -0.086 0.088
H -3.013 1.153 -1.114 0.079
H -4.936 2.226 -2.043 0.119
H -4.520 3.751 -1.593 0.131
H -5.975 0.767 1.046 0.091
H -4.220 0.676 0.919 0.082
H -5.320 0.345 -0.464 0.090
H -7.375 2.166 -0.180 0.129
H -6.571 3.256 -1.310 0.111
H -7.984 4.174 0.997 0.135
H -6.657 5.067 0.164 0.131
H -6.664 3.291 2.631 0.110
H -5.819 4.873 2.332 0.122
H -4.307 2.699 2.129 0.068
H -4.087 4.006 0.969 0.110
C 1.093 -1.745 -5.547 -0.112
C 1.885 -1.024 -6.608 -0.211
C 1.022 -0.926 -7.967 -0.051
N 1.992 -0.537 -9.135 -0.229
C 2.550 0.876 -8.926 0.025
C 1.203 -0.466 -10.512 -0.068
C 1.204 -1.886 -11.166 -0.131
C 2.455 -2.533 -10.569 -0.137
C 3.031 -1.656 -9.403 -0.065
H 0.184 -1.196 -5.301 0.082
H 1.662 -1.947 -4.640 0.069
H 0.839 -2.702 -6.004 0.073
H 2.921 -1.357 -6.675 0.105
H 1.879 0.048 -6.408 0.100
H 0.342 -0.076 -7.923 0.131
H 0.618 -1.895 -8.259 0.131
H 3.109 0.915 -7.991 0.094
H 1.701 1.528 -8.723 0.112
H 3.235 1.170 -9.721 0.118
H 1.735 0.144 -11.242 0.134
H 0.180 -0.098 -10.428 0.133
H 1.252 -1.856 -12.254 0.129
H 0.297 -2.421 -10.883 0.110
H 3.224 -2.706 -11.322 0.123
H 2.313 -3.509 -10.106 0.112
H 3.970 -1.207 -9.726 0.134
H 3.237 -2.213 -8.489 0.110
C -1.496 -8.199 5.502 -0.069
C -1.672 -6.738 5.056 -0.202
C -0.494 -6.207 4.242 -0.121
N -0.595 -4.750 3.815 -0.216
C -1.716 -4.435 2.873 0.005
C -0.791 -3.778 5.013 -0.110
C -0.004 -2.571 4.736 -0.173
C 1.201 -3.035 3.965 -0.175
C 0.771 -4.207 3.221 -0.101
H -0.676 -8.444 6.177 0.089
H -1.402 -8.882 4.658 0.081
H -2.336 -8.513 6.121 0.087
H -1.647 -6.151 5.974 0.107
H -2.568 -6.363 4.561 0.105
H -0.292 -6.660 3.271 0.133
H 0.488 -6.216 4.714 0.138
H -1.711 -3.376 2.614 0.102
H -2.683 -4.743 3.270 0.095
H -1.481 -5.105 2.046 0.105
H -1.862 -3.601 5.109 0.116
H -0.316 -4.216 5.891 0.147
H -0.523 -1.812 4.150 0.108
H 0.279 -2.189 5.717 0.131
H 1.493 -2.288 3.227 0.100
H 2.069 -3.313 4.562 0.132
H 0.575 -3.968 2.176 0.110
H 1.541 -4.978 3.192 0.127
C 2.988 8.739 -1.911 -0.074
C 1.630 8.179 -1.583 -0.239
C 1.731 7.451 -0.262 -0.108
N 0.423 6.721 0.230 -0.245
C -0.814 7.670 0.231 0.064
C 0.765 6.261 1.618 -0.113
C -0.016 4.996 1.787 -0.166
C -0.438 4.612 0.454 -0.185
C 0.125 5.522 -0.622 -0.085
H 3.406 9.277 -1.060 0.092
H 2.958 9.383 -2.790 0.091
H 3.663 7.930 -2.190 0.077
H 1.310 7.507 -2.380 0.115
H 0.807 8.894 -1.563 0.107
H 1.903 8.144 0.561 0.138
H 2.537 6.718 -0.298 0.107
H -0.411 8.574 0.688 0.110
H -1.607 7.266 0.860 0.108
H -1.088 7.943 -0.788 0.105
H 0.541 7.080 2.302 0.145
H 1.826 6.069 1.773 0.124
H -0.857 5.125 2.469 0.112
H 0.698 4.277 2.189 0.110
H -1.477 4.789 0.174 0.100
H -0.332 3.563 0.180 0.113
H -0.322 5.803 -1.576 0.142
H 1.163 5.219 -0.760 0.121
C 4.330 6.346 4.382 -0.071
C 4.713 4.835 4.644 -0.162
C 4.189 4.032 3.356 -0.086
N 4.578 2.563 3.433 -0.195
C 6.124 2.323 3.266 0.061
C 4.054 1.893 4.684 -0.095
C 3.470 0.564 4.256 -0.169
C 2.795 0.925 3.009 -0.232
C 3.814 1.728 2.333 -0.125
H 4.883 7.017 3.725 0.084
H 4.308 6.766 5.387 0.081
H 3.326 6.333 3.958 0.050
H 4.114 4.594 5.522 0.097
H 5.768 4.673 4.864 0.107
H 4.899 4.317 2.579 0.108
H 3.130 3.996 3.101 0.125
H 6.387 2.143 2.223 0.101
H 6.505 1.464 3.818 0.102
H 6.669 3.117 3.776 0.101
H 4.971 1.642 5.217 0.130
H 3.366 2.490 5.283 0.140
H 4.232 -0.179 4.022 0.126
H 2.674 0.107 4.843 0.123
H 2.453 0.052 2.453 0.114
H 1.856 1.475 3.067 0.121
H 4.525 0.943 2.075 0.119
H 3.388 2.127 1.412 0.111
C 4.811 -1.125 -3.664 -0.083
C 4.368 -1.578 -2.249 -0.228
C 4.673 -3.088 -1.997 -0.069
N 4.339 -3.596 -0.531 -0.236
C 2.879 -3.230 -0.250 0.016
C 5.264 -3.046 0.611 -0.017
C 5.211 -4.231 1.773 -0.070
C 4.641 -5.509 1.007 -0.145
C 4.602 -5.133 -0.430 -0.104
H 5.898 -1.084 -3.726 0.089
H 4.317 -0.221 -4.020 0.081
H 4.599 -1.905 -4.395 0.063
H 3.306 -1.363 -2.367 0.075
H 4.861 -0.890 -1.562 0.101
H 5.741 -3.173 -2.198 0.138
H 4.026 -3.685 -2.640 0.129
H 2.136 -3.607 -0.952 0.100
H 2.839 -2.144 -0.337 0.081
H 2.641 -3.601 0.747 0.088
H 4.878 -2.044 0.796 0.113
H 6.286 -2.994 0.237 0.129
H 4.699 -3.951 2.694 0.092
H 6.239 -4.349 2.116 0.108
H 3.687 -5.862 1.397 0.100
H 5.270 -6.357 1.279 0.128
H 3.863 -5.611 -1.073 0.135
H 5.558 -5.204 -0.949 0.139
C -4.533 -0.975 -3.216 -0.070
C -3.520 -1.946 -3.819 -0.227
C -2.858 -2.845 -2.790 -0.080
N -2.170 -4.139 -3.372 -0.228
C -1.345 -3.717 -4.610 0.023
C -3.117 -5.305 -3.626 -0.068
C -3.210 -6.104 -2.317 -0.132
C -2.052 -5.624 -1.447 -0.151
C -1.216 -4.695 -2.327 -0.099
H -5.244 -0.615 -3.960 0.092
H -4.058 -0.149 -2.687 0.055
H -5.177 -1.533 -2.537 0.081
H -2.757 -1.360 -4.331 0.106
H -4.069 -2.619 -4.477 0.119
H -3.570 -3.284 -2.091 0.142
H -2.014 -2.287 -2.385 0.095
H -0.964 -4.588 -5.144 0.115
H -0.463 -3.233 -4.190 0.064
H -1.849 -2.963 -5.215 0.093
H -2.671 -5.949 -4.384 0.136
H -4.086 -4.974 -4.001 0.139
H -3.197 -7.184 -2.461 0.130
H -4.100 -5.894 -1.725 0.118
H -1.448 -6.370 -0.932 0.122
H -2.539 -5.082 -0.637 0.101
H -0.548 -5.261 -2.976 0.137
H -0.748 -3.878 -1.778 0.116
C 0.251 -0.476 -1.661 -0.622
F 0.420 -1.637 -2.205 0.123
F 1.467 0.156 -1.630 0.096
F -0.573 0.191 -2.475 0.118
S -0.522 -0.634 0.171 0.440
O -0.821 0.719 0.629 -0.355
O -1.713 -1.439 0.043 -0.355
O 0.437 -1.305 1.082 -0.369
N 5.042 3.397 -0.026 -0.268
S 5.539 4.584 -0.757 0.433
O 4.516 5.634 -1.035 -0.328
O 6.659 4.530 -1.667 -0.233
F 6.112 5.407 0.518 -0.215
S 4.271 2.764 -1.346 0.605
O 5.099 2.355 -2.514 -0.281
O 2.889 3.210 -1.512 -0.294
F 4.089 1.223 -0.789 -0.254

19
Properties=species:S:1:pos:R:3:lowdin_charge:R:1 method="wB97M-V/def2-TZVPD" energy_ha=-439.04503 multiplicity=1 homo_ev=-9.5 total_charge=0 max_force_ev_per_a=4.2
C -1.717 -0.807 0.288 -0.049
N -0.276 -1.056 0.342 0.031
C 0.691 0.469 -1.233 0.162
C 0.486 0.018 0.008 -0.342
C 1.605 0.450 1.143 -0.299
O 2.147 1.554 0.754 -0.024
O -2.162 1.861 0.706 -0.305
H -1.684 0.081 0.930 0.039
H -2.264 -1.631 0.732 0.101
H -2.066 -0.494 -0.698 0.116
H 1.036 0.364 2.089 0.124
H 0.348 -0.057 -2.119 0.088
H 1.302 1.337 -1.466 0.099
H 2.503 -0.252 1.123 0.157
H -0.698 1.395 0.390 0.306
H -2.691 2.664 0.621 -0.021
H -0.137 -1.921 -0.309 0.094
H 0.090 -3.228 -2.002 -0.026
O 0.031 -2.290 -1.784 -0.253

165
Properties=species:S:1:pos:R:3:lowdin_charge:R:1 method="wB97M-V/def2-TZVPD" energy_ha=-3000.09625 multiplicity=1 homo_ev=-10.8 total_charge=+5 max_force_ev_per_a=3.6
C 7.934 12.499 -5.307 -0.015
C 8.367 10.949 -5.514 -0.251
C 7.376 9.966 -4.829 -0.141
O 7.708 8.594 -5.226 -0.194
C 8.934 8.091 -4.539 -0.057
N 8.380 10.673 -7.012 0.231
H 8.881 11.349 -7.572 0.167
H 8.753 9.779 -7.298 0.168
H 7.432 10.846 -7.316 0.171
H 8.637 13.154 -5.821 0.074
H 7.907 12.786 -4.256 0.088
H 6.947 12.881 -5.571 0.089
H 9.408 10.826 -5.215 0.140
H 6.372 10.122 -5.224 0.139
H 7.408 10.025 -3.741 0.137
H 9.020 8.346 -3.483 0.086
H 9.842 8.510 -4.973 0.072
H 8.977 7.002 -4.534 0.094
C 4.672 8.069 7.590 -0.038
C 3.162 8.372 7.560 -0.243
C 2.442 7.062 7.782 -0.245
O 1.133 7.280 8.080 -0.176
C 0.311 7.235 6.966 -0.079
N 2.841 9.633 8.477 0.254
H 3.408 10.449 8.297 0.162
H 1.913 10.030 8.526 0.166
H 2.984 9.554 9.474 0.167
H 5.183 8.973 7.258 0.081
H 5.044 7.397 6.818 0.101
H 5.013 7.845 8.601 0.099
H 2.896 8.771 6.581 0.146
H 2.659 6.576 8.734 0.151
H 2.735 6.308 7.051 0.153
H 0.688 8.014 6.305 0.087
H -0.708 7.467 7.277 0.110
H 0.382 6.245 6.516 0.104
C 13.948 18.040 -2.985 -0.015
C 13.877 16.826 -3.973 -0.284
C 13.607 15.483 -3.325 -0.167
O 13.513 14.391 -4.231 -0.173
C 14.647 13.703 -4.580 -0.130
N 13.008 17.194 -5.170 0.255
H 12.195 17.734 -4.912 0.167
H 13.546 17.708 -5.853 0.178
H 12.586 16.358 -5.548 0.158
H 14.495 17.986 -2.044 0.104
H 12.944 18.250 -2.616 0.086
H 14.353 18.976 -3.370 0.093
H 14.866 16.671 -4.403 0.152
H 12.648 15.659 -2.838 0.135
H 14.253 15.190 -2.497 0.157
H 14.999 13.954 -5.580 0.087
H 14.581 12.645 -4.832 0.088
H 15.448 13.749 -3.841 0.110
C 14.512 -3.430 4.038 -0.023
C 14.051 -2.069 4.569 -0.295
C 13.185 -1.225 3.616 -0.143
O 11.929 -1.864 3.207 -0.174
C 11.288 -1.173 2.190 -0.129
N 13.339 -2.315 5.859 0.245
H 13.978 -2.383 6.638 0.176
H 12.725 -1.551 6.102 0.171
H 12.878 -3.212 5.903 0.175
H 13.642 -4.058 3.845 0.098
H 15.183 -4.005 4.675 0.092
H 15.195 -3.410 3.189 0.103
H 14.871 -1.366 4.721 0.161
H 13.760 -1.007 2.716 0.141
H 12.972 -0.319 4.184 0.127
H 10.349 -1.613 1.854 0.106
H 11.911 -0.761 1.396 0.090
H 11.001 -0.201 2.591 0.080
C 21.714 -3.321 -1.241 -0.004
C 22.732 -2.392 -2.047 -0.235
C 23.631 -3.194 -2.963 -0.213
O 24.476 -2.342 -3.729 -0.183
C 25.782 -2.828 -4.196 -0.041
N 21.909 -1.274 -2.825 0.237
H 22.397 -0.454 -3.155 0.165
H 21.469 -1.734 -3.610 0.159
H 21.158 -0.840 -2.309 0.158
H 21.388 -4.061 -1.973 0.083
H 20.882 -2.755 -0.822 0.081
H 22.245 -3.770 -0.402 0.095
H 23.351 -1.750 -1.420 0.152
H 23.068 -3.894 -3.580 0.133
H 24.167 -3.856 -2.284 0.142
H 26.217 -3.679 -3.672 0.097
H 26.541 -2.047 -4.241 0.087
H 25.717 -2.925 -5.280 0.086
C 14.906 4.486 -2.183 -0.023
C 14.627 5.601 -1.189 -0.321
C 13.591 5.278 -0.128 -0.174
O 13.414 6.292 0.864 -0.156
C 12.448 5.937 1.787 -0.128
N 15.893 6.140 -0.578 0.257
H 15.650 6.923 0.011 0.171
H 16.223 5.374 -0.008 0.175
H 16.622 6.350 -1.245 0.184
H 15.491 3.608 -1.909 0.105
H 15.432 4.895 -3.046 0.091
H 13.947 4.277 -2.657 0.095
H 14.386 6.530 -1.705 0.155
H 14.063 4.428 0.366 0.136
H 12.649 4.847 -0.466 0.140
H 12.818 5.222 2.522 0.097
H 11.478 5.626 1.399 0.092
H 12.116 6.802 2.361 0.099
C 17.115 6.973 7.744 -0.040
C 18.609 7.247 7.941 -0.269
C 19.291 6.013 8.557 -0.163
O 20.712 6.231 8.648 -0.198
C 21.454 5.173 9.214 -0.093
N 19.189 7.508 6.535 0.250
H 20.192 7.422 6.617 0.156
H 19.007 6.823 5.816 0.173
H 19.049 8.462 6.234 0.177
H 16.574 6.733 8.658 0.101
H 16.997 6.249 6.937 0.089
H 16.737 7.941 7.413 0.091
H 18.685 8.169 8.518 0.163
H 19.080 5.110 7.983 0.135
H 19.028 5.858 9.603 0.145
H 21.031 4.212 8.921 0.094
H 21.656 5.215 10.285 0.094
H 22.504 5.236 8.926 0.096
C 20.318 7.146 -10.620 -0.001
C 20.210 5.627 -11.022 -0.278
C 21.561 4.995 -11.657 -0.144
O 21.720 5.518 -12.989 -0.171
C 22.579 4.731 -13.780 -0.098
N 19.549 4.808 -9.956 0.224
H 20.081 4.644 -9.114 0.178
H 18.621 5.135 -9.730 0.170
H 19.368 3.862 -10.261 0.165
H 20.766 7.696 -11.448 0.098
H 20.962 7.063 -9.745 0.094
H 19.320 7.541 -10.432 0.080
H 19.559 5.494 -11.885 0.144
H 21.396 3.917 -11.648 0.115
H 22.418 5.254 -11.035 0.134
H 22.286 4.930 -14.811 0.098
H 22.410 3.655 -13.728 0.090
H 23.638 4.962 -13.667 0.100
C 19.925 1.040 3.517 -0.061
C 19.394 1.988 2.416 -0.798
O 19.332 3.190 2.716 -0.111
O 18.842 1.434 1.393 -0.181
H 20.957 0.838 3.228 0.058
H 19.487 0.042 3.511 0.046
H 19.873 1.536 4.486 0.052
C 23.446 7.215 -3.553 -0.048
C 22.135 6.481 -3.941 -0.849
O 22.164 5.272 -4.308 -0.160
O 21.202 7.236 -4.116 -0.104
H 23.667 7.127 -2.490 0.054
H 23.349 8.272 -3.803 0.055
H 24.233 6.730 -4.130 0.054
C 14.435 13.205 3.235 -0.065
C 15.734 12.551 2.866 -0.864
O 16.763 12.642 3.507 -0.064
O 15.746 11.815 1.836 -0.172
H 14.689 14.044 3.883 0.060
H 13.739 12.564 3.775 0.057
H 13.908 13.675 2.404 0.050

Repeat the fifth record exactly.
19
Properties=species:S:1:pos:R:3:lowdin_charge:R:1 method="wB97M-V/def2-TZVPD" energy_ha=-439.04503 multiplicity=1 homo_ev=-9.5 total_charge=0 max_force_ev_per_a=4.2
C -1.717 -0.807 0.288 -0.049
N -0.276 -1.056 0.342 0.031
C 0.691 0.469 -1.233 0.162
C 0.486 0.018 0.008 -0.342
C 1.605 0.450 1.143 -0.299
O 2.147 1.554 0.754 -0.024
O -2.162 1.861 0.706 -0.305
H -1.684 0.081 0.930 0.039
H -2.264 -1.631 0.732 0.101
H -2.066 -0.494 -0.698 0.116
H 1.036 0.364 2.089 0.124
H 0.348 -0.057 -2.119 0.088
H 1.302 1.337 -1.466 0.099
H 2.503 -0.252 1.123 0.157
H -0.698 1.395 0.390 0.306
H -2.691 2.664 0.621 -0.021
H -0.137 -1.921 -0.309 0.094
H 0.090 -3.228 -2.002 -0.026
O 0.031 -2.290 -1.784 -0.253

The highest multiplicity belongs to which entry? C65H144F5N9O7S3

Copy entry 2 word for word.
10
Properties=species:S:1:pos:R:3:lowdin_charge:R:1 method="wB97M-V/def2-TZVPD" energy_ha=-375.62802 multiplicity=1 homo_ev="-15.4 / -15.4" total_charge=+1 max_force_ev_per_a=5.9
C 0.549 -0.584 0.035 -0.058
C -1.850 0.868 -0.071 -0.294
C 1.864 -0.210 0.024 0.286
N -0.643 1.222 0.034 0.184
N -0.142 -1.575 0.157 0.032
O -2.879 0.463 -0.107 0.314
O -1.261 -1.931 0.226 0.223
H 2.331 0.729 -0.053 0.096
H 2.475 -1.126 -0.152 0.138
H -0.444 2.145 -0.094 0.079